No. 1
{
  "formula": "C9H52NO18",
  "method": "ωB97M-V with the def2-TZVPD basis set",
  "symbols": ["O", "O", "O", "O", "O", "O", "O", "O", "O", "O", "O", "O", "O", "O", "O", "O", "O", "O", "N", "C", "C", "C", "C", "C", "C", "C", "C", "C", "H", "H", "H", "H", "H", "H", "H", "H", "H", "H", "H", "H", "H", "H", "H", "H", "H", "H", "H", "H", "H", "H", "H", "H", "H", "H", "H", "H", "H", "H", "H", "H", "H", "H", "H", "H", "H", "H", "H", "H", "H", "H", "H", "H", "H", "H", "H", "H", "H", "H", "H", "H"],
  "coordinates": [[-4.335, -3.140, -1.281], [-0.329, -3.767, 4.216], [0.617, -1.641, -0.326], [3.136, 4.447, -0.624], [-0.212, 2.806, 4.543], [2.371, 1.911, -2.038], [1.073, 5.112, 2.943], [-3.666, -3.093, 1.382], [5.910, -0.059, 0.765], [-3.420, -0.990, -4.616], [4.761, -0.981, -1.880], [2.123, -1.414, -2.852], [-2.021, -3.144, -3.083], [-0.239, 3.754, -4.073], [-2.705, 2.258, -4.162], [-0.893, -3.513, 1.385], [2.641, -3.612, -1.265], [-2.872, 0.546, 3.464], [0.510, -0.252, -0.091], [-0.751, 1.793, -0.504], [-0.708, 0.262, -0.690], [-0.459, 2.266, 0.917], [-0.743, 0.068, -2.225], [-2.019, -0.277, -0.120], [0.867, 0.100, 1.278], [2.345, -0.252, 1.511], [0.820, 1.634, 1.422], [0.063, -0.590, 2.420], [-1.020, 3.426, -3.607], [0.235, -3.053, 4.539], [1.721, 2.192, 1.140], [-2.508, 0.061, 4.212], [3.778, -0.897, -1.960], [-1.280, 1.916, 1.553], [-4.268, -1.201, -5.020], [-0.041, 2.275, -1.177], [5.044, 0.198, 1.110], [-3.257, -1.719, -3.988], [-2.915, 1.890, -3.295], [-1.726, 2.247, -0.714], [-0.983, -0.804, 2.204], [1.067, 4.256, 3.387], [-0.362, 1.854, 4.504], [3.948, 4.670, -1.089], [-0.295, -0.870, -2.555], [0.626, 2.901, 5.012], [-0.429, -2.874, 0.780], [3.462, -3.769, -0.788], [-3.314, 1.814, -4.762], [-2.282, 0.095, 0.872], [-0.546, -3.314, 2.267], [0.457, -1.609, 2.417], [-2.794, -3.389, -2.547], [0.096, -0.150, 3.420], [-1.448, -2.651, -2.477], [-2.940, -0.066, -0.680], [1.621, 1.561, -1.526], [0.942, 1.795, 2.506], [2.636, -1.292, 1.372], [-4.133, -2.988, -0.332], [2.386, -2.286, -2.505], [2.917, 0.326, 0.777], [4.993, -0.585, -1.027], [-0.209, 0.820, -2.807], [6.165, -0.826, 1.290], [-2.096, -1.363, -0.018], [-5.121, -3.694, -1.282], [-2.101, 0.855, 2.975], [1.496, -1.087, -2.181], [-3.819, -3.250, 2.316], [-2.690, -3.198, 1.264], [2.634, 0.173, 2.477], [-0.432, 3.351, 1.014], [1.981, 2.213, -2.870], [0.269, 4.242, -3.415], [-1.789, -0.022, -2.518], [2.067, -3.128, -0.637], [0.549, 4.974, 2.148], [-0.912, -3.976, 4.955], [2.749, 3.724, -1.147]],
  "atomic_forces_ev_per_a": [[0.0, 0.1, 0.1], [0.1, 0.2, 0.3], [-0.3, -0.3, 0.5], [-0.2, 0.1, -0.1], [0.2, 0.0, 0.2], [-0.3, 0.6, 0.1], [0.1, 0.1, 0.1], [0.4, 0.0, -0.1], [-0.1, 0.1, 0.2], [-0.3, 0.0, 0.1], [-0.6, 0.1, 0.4], [0.0, 0.3, 0.0], [-0.3, 0.1, 0.1], [0.3, 0.1, 0.3], [-0.2, 0.2, 0.3], [0.1, 0.4, -0.2], [-0.2, -0.3, 0.5], [0.0, 0.1, 0.2], [0.7, -0.4, -0.5], [0.1, 1.0, 0.7], [-1.1, 1.2, -0.4], [0.2, -0.9, 0.3], [0.2, -1.1, 0.1], [-1.3, -0.9, 0.7], [0.3, 0.8, -0.1], [0.3, 0.8, -0.6], [0.3, 0.4, 1.6], [-0.4, -1.2, -0.9], [0.0, -0.1, -0.3], [-0.1, -0.1, -0.1], [-0.1, -0.5, -1.1], [0.0, 0.0, -0.1], [0.7, -0.1, -0.3], [-0.1, 0.2, 0.0], [0.1, 0.0, 0.0], [0.0, 0.0, -0.1], [0.1, 0.0, 0.0], [0.4, 0.1, -0.2], [0.0, -0.2, -0.2], [-0.1, -0.5, -0.6], [-0.1, 0.5, -0.2], [-0.2, 0.1, -0.2], [0.0, 0.1, -0.1], [0.0, -0.1, 0.0], [-0.1, -0.1, 0.3], [-0.2, -0.1, 0.1], [0.1, 0.0, -0.1], [0.0, 0.1, -0.1], [0.2, -0.2, 0.0], [0.3, 0.1, 0.1], [-0.3, -0.3, -0.2], [0.3, 0.1, 0.6], [0.2, 0.1, 0.2], [0.5, 0.2, -0.1], [0.0, -0.2, -0.1], [0.4, 0.4, -0.5], [0.4, -0.3, -0.1], [-0.5, 0.1, 0.0], [-0.4, -0.1, 0.3], [-0.2, -0.2, -0.3], [-0.2, 0.2, 0.0], [0.0, -0.1, -0.2], [0.0, -0.1, -0.3], [-0.2, 0.3, 0.1], [-0.1, 0.0, -0.1], [0.6, 0.0, -0.1], [0.1, 0.0, 0.1], [-0.1, -0.1, 0.0], [0.3, -0.4, 0.1], [0.0, 0.0, 0.0], [0.0, -0.1, 0.3], [0.1, -0.4, 0.2], [0.0, 0.0, -0.2], [0.0, -0.3, 0.0], [-0.1, 0.0, -0.1], [0.1, 0.4, -0.3], [-0.1, 0.2, -0.3], [0.1, 0.0, 0.0], [0.0, 0.0, -0.1], [0.2, -0.2, 0.1]],
  "energy_ha": -1783.19698,
  "e_above_lowest_kj_mol": 111.76,
  "charge": -1,
  "fmax_ev_per_a": 1.704,
  "gap_ev": 5.618
}

=====

No. 2
{
  "formula": "C24H53BrN2O15S5",
  "method": "ωB97M-V with the def2-TZVPD basis set",
  "symbols": ["Br", "S", "S", "S", "S", "S", "O", "O", "O", "O", "O", "O", "O", "O", "O", "O", "O", "O", "O", "O", "O", "N", "N", "C", "C", "C", "C", "C", "C", "C", "C", "C", "C", "C", "C", "C", "C", "C", "C", "C", "C", "C", "C", "C", "C", "C", "C", "H", "H", "H", "H", "H", "H", "H", "H", "H", "H", "H", "H", "H", "H", "H", "H", "H", "H", "H", "H", "H", "H", "H", "H", "H", "H", "H", "H", "H", "H", "H", "H", "H", "H", "H", "H", "H", "H", "H", "H", "H", "H", "H", "H", "H", "H", "H", "H", "H", "H", "H", "H", "H"],
  "coordinates": [[0.959, -1.791, 1.771], [1.606, 4.166, 2.292], [-6.194, 2.867, -1.669], [0.037, 1.482, -1.915], [-1.528, -1.358, -6.425], [3.111, 1.473, 8.039], [0.668, 5.246, 2.081], [3.528, 2.667, 7.333], [0.081, 2.458, -3.219], [-6.663, 4.184, -2.048], [-2.815, -2.333, -6.205], [2.530, 1.525, 9.362], [-0.015, 0.105, -2.362], [-5.196, 2.156, -2.436], [2.879, 4.106, 1.603], [-1.997, -0.041, -6.805], [1.865, 4.001, 3.893], [-0.531, -2.069, -7.193], [-7.481, 1.892, -1.448], [4.344, 0.407, 8.048], [-0.911, 2.017, -0.964], [3.514, -3.257, 3.691], [5.127, -3.084, -1.643], [2.558, -4.176, 1.022], [5.592, 0.818, 8.594], [3.982, -6.802, -1.847], [2.748, 4.912, 4.535], [1.879, -2.869, 0.303], [-0.984, -1.300, -4.737], [-2.253, 2.962, -3.666], [4.676, -3.936, -0.744], [2.958, -6.053, -0.809], [1.672, 1.819, -1.311], [0.749, 2.634, 2.032], [-5.649, 2.925, 0.020], [-0.961, 2.354, -4.181], [0.713, -3.205, -0.798], [-3.737, -2.493, -7.277], [-7.826, 0.860, -3.621], [2.114, 6.282, 4.695], [3.723, -4.928, 0.148], [5.537, 0.894, 10.108], [-0.428, -4.273, -0.303], [3.186, -3.709, 2.500], [2.012, 0.553, 6.992], [-8.402, 1.731, -2.520], [-3.161, -3.365, -8.378], [1.936, 6.751, 3.726], [5.907, 1.773, 8.160], [-7.475, -0.094, -3.213], [2.402, 1.452, -2.033], [-0.816, -2.319, -4.385], [-8.574, 0.663, -4.395], [1.754, -5.014, 1.299], [1.236, -3.499, -1.818], [0.412, 2.615, 0.993], [1.433, 1.806, 2.221], [-0.654, -4.118, 0.853], [6.524, 1.117, 10.524], [2.450, 0.473, 5.996], [2.452, -6.867, -0.129], [-5.481, 1.905, 0.372], [-2.644, 2.400, -2.815], [1.144, 6.201, 5.199], [-3.908, -3.561, -9.152], [2.631, -2.121, -0.190], [-1.430, -4.154, -0.942], [2.761, 6.947, 5.274], [-0.638, 2.905, -5.070], [6.335, 0.069, 8.301], [0.015, -5.358, -0.530], [-0.112, 2.593, 2.702], [-0.047, -0.739, -4.710], [1.788, 1.296, -0.359], [-9.294, 1.245, -2.111], [-6.406, 3.429, 0.622], [1.777, 2.895, -1.158], [1.850, -0.434, 7.430], [-3.022, 2.964, -4.445], [-1.106, 1.311, -4.481], [-2.305, -2.884, -8.856], [-6.970, 1.341, -4.100], [1.066, 1.097, 6.944], [3.698, 4.976, 3.993], [3.941, -6.343, -2.947], [-8.715, 2.706, -2.909], [2.110, -5.541, -1.434], [-4.712, 3.486, 0.047], [-2.087, 3.990, -3.326], [-1.741, -0.796, -4.135], [-4.050, -1.519, -7.665], [5.178, -0.051, 10.529], [-4.628, -2.979, -6.867], [-2.809, -4.319, -7.970], [5.076, -6.674, -1.450], [4.852, 1.677, 10.441], [3.726, -7.961, -1.969], [4.449, -5.509, 0.898], [0.135, -2.185, -1.024], [2.970, 4.504, 5.527]],
  "atomic_forces_ev_per_a": [[0.5, -0.5, -1.0], [-0.1, -0.2, 0.6], [-0.3, -0.1, 0.3], [0.4, 0.9, -0.5], [-0.1, -0.3, 0.4], [0.2, -0.5, -0.1], [1.0, -0.6, -0.1], [-0.2, -0.7, 0.9], [0.8, -0.8, 1.4], [0.4, -1.2, -0.1], [1.0, 0.7, 0.5], [0.5, 0.3, -1.0], [-0.4, 0.8, 0.5], [-0.8, 0.7, 0.3], [-0.9, 0.4, 0.4], [0.4, -1.1, -0.1], [-0.5, -0.6, -1.3], [-0.8, 0.8, 0.2], [1.0, 0.7, 0.6], [-1.3, 0.4, -0.5], [0.4, -0.8, -0.6], [-2.9, -4.5, -11.4], [-4.1, -8.1, 8.6], [0.8, 0.4, 1.4], [0.9, 0.4, 0.6], [0.1, -0.1, -0.5], [0.7, 1.0, 0.6], [-0.6, -0.1, -0.7], [-0.2, -0.2, -0.1], [-0.2, 0.0, 0.2], [1.5, 6.1, -6.8], [0.2, -0.1, -0.7], [0.0, 0.1, -0.2], [0.1, 0.0, 0.2], [-0.1, -0.1, 0.1], [-1.2, 0.0, -0.7], [-0.7, 0.9, -0.2], [-0.5, -0.2, -1.0], [0.2, -0.1, -0.2], [-0.2, 0.3, -0.2], [0.5, -0.7, -0.2], [-0.2, 0.1, 0.3], [0.6, -0.4, -0.5], [1.7, 3.4, 8.1], [0.1, -0.2, 0.0], [-0.6, -0.2, -1.0], [0.2, -0.1, -0.2], [0.0, 0.0, 0.1], [-0.2, -0.1, 0.0], [-0.1, 0.1, 0.0], [-0.1, 0.1, 0.1], [0.0, 0.1, -0.1], [0.0, 0.0, 0.2], [1.7, 2.1, -0.7], [-1.1, 0.4, 2.1], [0.0, 0.2, 0.2], [0.0, 0.1, 0.0], [0.4, -0.4, -2.6], [-0.1, -0.1, -0.1], [0.0, 0.0, 0.2], [1.1, 1.8, -1.1], [0.0, 0.1, -0.1], [0.0, 0.1, -0.2], [0.2, 0.0, 0.0], [0.0, 0.0, 0.2], [-1.2, -1.7, 1.2], [2.3, -0.2, 1.5], [0.0, -0.2, 0.0], [0.3, -0.1, 0.3], [-0.4, 0.0, -0.2], [-1.2, 2.2, 0.8], [0.1, 0.1, -0.1], [-0.2, -0.1, -0.1], [-0.1, 0.0, -0.2], [0.3, 0.2, 0.3], [0.1, -0.1, -0.1], [0.0, -0.1, 0.0], [0.1, 0.2, 0.0], [0.2, 0.0, 0.1], [0.1, 0.2, 0.1], [-0.1, 0.0, 0.0], [-0.1, 0.0, 0.0], [0.2, 0.1, 0.1], [-0.2, -0.1, -0.1], [0.1, -0.8, 2.6], [0.2, 0.0, 0.1], [1.6, -0.8, 1.3], [-0.1, -0.1, -0.2], [0.0, -0.1, -0.1], [0.1, -0.1, -0.1], [0.2, 0.0, 0.1], [0.1, 0.1, -0.1], [0.3, 0.2, 0.3], [-0.1, 0.1, 0.0], [-2.0, -0.4, -0.8], [0.1, -0.1, 0.0], [0.6, 2.6, 0.5], [-1.6, 1.4, -1.7], [1.6, -2.1, 0.5], [-0.2, -0.3, -0.3]],
  "smiles": "CC[C@@H](Br)[C@H](C#N)[C@H](C#N)CC.CCOS(C)(=O)=O.CCOS(C)(=O)=O.CCOS(C)(=O)=O.CCOS(C)(=O)=O.CCOS(C)(=O)=O",
  "energy_ha": -6749.01185,
  "charge": 0,
  "fmax_ev_per_a": 12.546,
  "gap_ev": 10.629
}